C24H17CoN4O4PSe | ωB97M-V/def2-TZVPD

Summary:
* relative energy (zero: lowest compared OMol25 entry of this formula, charge and spin): 0.00 kcal per mole
* strongest force on any atom: 3.976 eV Å⁻¹
* 2S+1: 2
* highest occupied orbital energy (alpha / beta): -14.915 / -15.035 eV
* net charge: +2
* <S²>: 0.76

CARTESIAN COORDINATES (ANGSTROEM)
Co1 -1.060 -2.190 0.086
C1 2.156 3.540 -4.384
C2 2.073 2.228 -4.840
C3 1.551 1.249 -4.016
C4 1.073 1.596 -2.747
C5 1.161 2.910 -2.283
C6 1.673 3.880 -3.126
P1 0.473 0.288 -1.670
C7 0.646 0.396 0.929
C8 2.155 0.360 0.880
C9 2.921 1.131 1.657
C10 2.357 2.045 2.624
C11 1.046 2.042 2.876
C12 0.114 1.065 2.233
C13 -1.178 -0.334 -2.170
C14 -1.733 0.133 -3.367
C15 -3.032 -0.202 -3.700
C16 -3.766 -1.032 -2.874
C17 -3.193 -1.549 -1.716
C18 -1.888 -1.237 -1.373
H1 2.619 4.295 -5.004
H2 2.446 1.968 -5.819
H3 1.528 0.222 -4.347
H4 0.795 3.166 -1.301
H5 1.701 4.906 -2.789
H6 2.568 -0.272 0.104
H7 3.994 1.109 1.558
H8 3.016 2.743 3.116
H9 0.597 2.724 3.580
H10 -0.827 1.568 1.989
H11 -1.153 0.778 -4.012
H12 -3.474 0.190 -4.605
H13 -4.776 -1.316 -3.122
H14 -3.789 -2.222 -1.118
O1 0.181 1.031 -0.260
N1 0.094 -0.956 0.947
Se1 -0.085 -5.029 2.862
N2 0.277 -4.094 4.298
C19 0.279 -2.809 4.055
C20 0.648 -1.699 4.897
C21 0.494 -0.439 4.451
C22 -0.205 -0.157 3.150
N3 -0.028 -1.262 2.243
C23 -0.013 -2.516 2.680
N4 -0.161 -3.546 1.863
H15 1.085 -1.914 5.861
H16 0.759 0.409 5.066
H17 -1.275 -0.117 3.422
O2 -2.475 -2.077 1.150
O3 -1.988 -3.606 -0.177
O4 -3.579 -4.052 1.390
C24 -2.799 -3.343 0.854

Cartesian forces, eV/Å:
Co 1.06 -0.20 -1.69
C -0.04 -0.10 0.01
C 0.07 -0.03 0.07
C 0.00 0.00 -0.10
C 0.04 -0.78 0.47
C -0.09 0.12 -0.07
C -0.03 0.00 0.21
P -1.46 0.82 -1.16
C 0.40 1.36 0.05
C 0.03 -0.40 0.00
C -0.23 -0.44 -0.36
C -0.64 0.30 0.39
C 0.39 0.04 -0.03
C 0.00 -0.04 -0.27
C 0.86 0.10 -0.02
C 0.05 0.14 -0.38
C 0.24 0.25 -0.26
C 0.17 -0.18 0.38
C -0.17 -0.02 -0.01
C 0.50 -0.38 0.95
H -0.09 0.05 -0.07
H 0.01 -0.03 -0.04
H -0.03 -0.15 -0.09
H 0.02 0.08 0.05
H 0.07 0.07 0.00
H 0.19 -0.10 0.05
H 0.14 -0.06 -0.18
H 0.01 0.08 0.09
H 0.02 0.16 0.08
H 0.09 -0.13 -0.01
H -0.08 0.08 -0.02
H 0.03 0.05 -0.05
H -0.11 0.03 -0.09
H 0.07 0.05 0.03
O -0.06 -0.22 0.72
N -0.35 -0.01 3.90
Se -0.01 1.25 -0.69
N 0.25 0.20 1.09
C -0.32 -0.09 -0.64
C 0.20 0.49 0.46
C 0.06 -0.35 0.26
C 0.49 0.74 0.45
N 0.20 1.25 -3.77
C -0.31 -2.58 0.36
N 0.08 0.12 -0.03
H -0.01 0.08 0.10
H 0.00 0.04 0.03
H 0.02 -0.41 -0.32
O -0.15 0.84 1.10
O -1.04 -1.75 -0.91
O -0.29 -0.29 0.31
C -0.27 -0.07 -0.36